[1]
{"formula": "C5H7O4P", "method": "ωB97M-V/def2-TZVPD", "relative_energy_ev": 0.0000, "energy_ha": -837.028708, "total_charge": 0, "smiles": "OP(O)OCc1ccco1", "e_lumo_ev": 0.719, "largest_force_ev_per_a": 5.41, "homo_lumo_gap_ev": 9.465, "species": ["O", "P", "O", "O", "C", "C", "C", "C", "C", "O", "H", "H", "H", "H", "H", "H", "H"], "positions_angstrom": [[-0.17607, 1.01932, -3.46529], [0.03958, 1.45554, -1.91457], [-1.01808, 2.76400, -1.77197], [-0.82603, 0.31023, -1.27799], [-0.79922, 0.58391, 0.42638], [-0.05420, -0.64144, 0.84937], [1.22042, -0.53190, 1.49830], [1.50459, -1.80008, 2.00802], [0.41304, -2.59810, 1.59877], [-0.51079, -1.86114, 0.91230], [-1.05853, 0.64829, -3.73097], [-0.66577, 3.49320, -2.33786], [-1.87668, 0.67944, 0.61985], [-0.28956, 1.54836, 0.55033], [1.71293, 0.46292, 1.64353], [2.32989, -1.93705, 2.61401], [0.05446, -3.59550, 1.77779]]}

---

[2]
{"formula": "C7H9F3IMnN4S", "method": "ωB97M-V/def2-TZVPD", "relative_energy_ev": 0.0000, "energy_ha": -2636.466239, "total_charge": 3, "e_lumo_ev": [-14.820, -14.644], "largest_force_ev_per_a": 1.51, "s_squared": 1.20, "spin_multiplicity": 2, "homo_lumo_gap_ev": [6.046, 6.213], "species": ["Mn", "N", "N", "C", "N", "S", "H", "H", "H", "H", "H", "F", "C", "F", "F", "C", "C", "C", "N", "C", "C", "H", "H", "H", "H", "I"], "positions_angstrom": [[-1.09369, 1.23815, 0.72592], [0.23518, 2.73216, 0.24674], [-0.07308, 3.43297, -0.94485], [-1.19121, 3.13420, -1.60455], [-1.55970, 3.75863, -2.68291], [-2.21188, 1.82333, -0.98441], [0.27384, 3.40865, 1.01830], [1.18251, 2.34637, 0.15962], [0.54253, 4.19814, -1.20995], [-1.02779, 4.52099, -3.09639], [-2.41789, 3.50686, -3.16521], [1.35006, -5.06988, 1.60135], [1.56544, -4.35468, 0.51055], [1.06637, -4.98251, -0.54777], [2.87059, -4.17113, 0.34136], [0.89510, -2.98141, 0.62208], [0.18166, -2.61417, 1.75443], [-0.39928, -1.36761, 1.79966], [-0.28658, -0.49506, 0.76534], [0.40996, -0.86334, -0.34532], [1.01137, -2.09079, -0.44504], [0.07643, -3.28834, 2.59478], [-0.95878, -1.04806, 2.66660], [0.46053, -0.15205, -1.16150], [1.55764, -2.35711, -1.34126], [-2.45934, 1.73569, 2.72242]]}

---

[3]
{"formula": "C24H22IIrN10O7P2S", "method": "ωB97M-V/def2-TZVPD", "relative_energy_ev": 0.0000, "energy_ha": -3484.850245, "total_charge": 1, "e_lumo_ev": [-3.452, -4.876], "largest_force_ev_per_a": 0.30, "s_squared": 8.81, "spin_multiplicity": 6, "homo_lumo_gap_ev": [6.852, 6.195], "species": ["Ir", "N", "C", "N", "C", "N", "C", "C", "N", "C", "C", "N", "H", "H", "H", "H", "H", "O", "P", "O", "O", "O", "P", "O", "O", "O", "H", "H", "S", "C", "N", "N", "C", "C", "C", "C", "C", "C", "N", "N", "C", "C", "C", "C", "C", "C", "H", "H", "H", "H", "H", "H", "H", "H", "H", "H", "H", "I", "C", "C", "C", "C", "N", "C", "H", "H", "H", "H"], "positions_angstrom": [[-0.31618, 0.11761, 0.38517], [1.75802, -3.94961, -0.46376], [0.81373, -3.30829, 0.22934], [0.68844, -2.09010, -0.25172], [1.59700, -2.04406, -1.26011], [2.27204, -3.15872, -1.42258], [1.72741, -0.85924, -2.10961], [2.65075, -0.79386, -3.14453], [2.72705, 0.26299, -3.94409], [1.85280, 1.23580, -3.72485], [0.92603, 1.18778, -2.68733], [0.87747, 0.14450, -1.85966], [2.07766, -4.90044, -0.36840], [0.24561, -3.74217, 1.03836], [3.33829, -1.61262, -3.31649], [1.88453, 2.09851, -4.37876], [0.23010, 2.00633, -2.53877], [1.14547, 4.42460, 2.07012], [1.01289, 3.05222, 1.33532], [2.52860, 2.67025, 1.18667], [0.13108, 2.04998, 1.96883], [0.54859, 3.33602, -0.15791], [-1.00305, 3.20066, -0.66667], [-1.66048, 4.22898, 0.36130], [-1.09896, 3.57775, -2.07784], [-1.43653, 1.78389, -0.29478], [0.29171, 4.83585, 2.26715], [-2.51302, 4.58057, 0.08198], [-1.20940, -1.03134, 2.15120], [0.25539, -1.37868, 3.06890], [-0.00932, -2.03613, 4.22694], [0.97583, -2.38916, 5.02491], [2.30167, -2.80667, 4.76703], [2.66372, -3.44564, 3.58628], [3.96632, -3.88007, 3.41948], [4.90904, -3.69400, 4.42370], [4.53583, -3.07706, 5.60915], [3.23383, -2.63410, 5.78499], [1.45990, -0.98239, 2.76449], [1.58517, -0.17929, 1.67684], [2.77874, 0.29760, 1.49050], [3.95579, -0.12965, 2.21453], [5.16568, 0.22806, 1.75604], [5.34108, 1.08485, 0.58702], [4.29567, 1.65667, -0.00702], [2.90971, 1.43383, 0.50337], [0.64600, -2.58796, 5.95888], [1.93008, -3.59792, 2.80641], [4.24893, -4.37539, 2.49909], [5.92484, -4.03897, 4.28625], [5.25759, -2.93652, 6.40236], [2.94310, -2.13954, 6.70404], [3.83512, -0.78408, 3.06476], [6.05421, -0.13527, 2.25692], [6.34478, 1.27239, 0.22973], [4.40623, 2.33638, -0.84170], [2.22054, 1.28738, -0.32935], [-4.10287, -4.63040, -1.10882], [-3.43530, -2.72573, -1.59017], [-3.95380, -2.02250, -2.66710], [-3.45666, -0.75680, -2.92797], [-2.46664, -0.23676, -2.11262], [-1.96872, -0.91920, -1.07843], [-2.44527, -2.13610, -0.82272], [-4.72878, -2.45296, -3.28673], [-3.83221, -0.17055, -3.75471], [-2.06824, 0.75509, -2.27392], [-2.02494, -2.65230, 0.03002]]}

---

[4]
{"formula": "C3H4F3NSSi", "method": "ωB97M-V/def2-TZVPD", "relative_energy_ev": 1.8883, "energy_ha": -1158.636671, "total_charge": 0, "smiles": "FC(F)(F)C=[SiH2].N=C=S", "e_lumo_ev": -1.041, "largest_force_ev_per_a": 3.91, "homo_lumo_gap_ev": 7.984, "species": ["F", "C", "F", "F", "C", "Si", "H", "H", "H", "N", "C", "S", "H"], "positions_angstrom": [[2.03504, -0.33099, -2.30980], [1.02198, -0.11718, -1.46266], [0.12994, -0.98042, -1.75087], [1.68655, -0.57689, -0.31719], [0.43803, 1.24803, -1.25253], [-1.25330, 1.48769, -0.72700], [1.09347, 2.01248, -1.24791], [-1.74609, 2.23397, 0.40083], [-2.31602, 0.71291, -1.38734], [-0.54632, -1.52010, 1.74325], [-0.28125, -1.10032, 2.84157], [-0.15672, -0.89088, 4.33541], [-0.10529, -2.17831, 1.13425]]}

---

[5]
{"formula": "C8H21MnN6O3S", "method": "ωB97M-V/def2-TZVPD", "relative_energy_ev": 0.0000, "energy_ha": -2420.706080, "total_charge": 1, "e_lumo_ev": [-2.589, -2.601], "largest_force_ev_per_a": 0.67, "s_squared": 8.76, "spin_multiplicity": 6, "homo_lumo_gap_ev": [8.594, 9.103], "species": ["Mn", "C", "C", "N", "C", "C", "N", "C", "C", "N", "H", "H", "H", "H", "H", "H", "H", "H", "H", "H", "H", "H", "H", "H", "H", "C", "O", "C", "O", "N", "N", "H", "H", "H", "H", "H", "H", "O", "S", "N"], "positions_angstrom": [[0.16787, -0.11950, -0.54098], [-1.26926, -0.30534, 2.25093], [-1.49084, 1.06638, 1.62388], [-1.71167, 0.98405, 0.16432], [-2.97334, 0.31306, -0.23361], [-2.73727, -0.78088, -1.27053], [-1.63637, -1.65439, -0.86957], [-1.89638, -2.53795, 0.26879], [-0.72891, -2.50414, 1.25007], [-0.29506, -1.11755, 1.49853], [-0.94442, -0.15749, 3.28238], [-2.21162, -0.84944, 2.31066], [-2.32271, 1.55994, 2.13613], [-0.60126, 1.68219, 1.77905], [-1.71553, 1.92975, -0.19576], [-3.45000, -0.09697, 0.65732], [-3.67308, 1.04287, -0.64206], [-3.67550, -1.32256, -1.43257], [-2.45624, -0.32689, -2.22282], [-1.29182, -2.16945, -1.67094], [-2.81594, -2.22371, 0.76473], [-2.06444, -3.56803, -0.04946], [-1.00774, -3.01668, 2.17602], [0.12293, -3.03620, 0.82348], [0.59526, -1.12846, 1.98108], [5.09822, 1.89826, 0.16705], [4.12917, 0.89682, 0.52394], [2.87231, 1.00527, 0.14755], [2.06866, 0.14376, 0.49182], [2.51643, 2.08000, -0.59904], [1.18757, 2.15797, -1.03102], [6.02151, 1.58863, 0.64123], [4.80344, 2.87418, 0.55208], [5.24315, 1.92122, -0.91347], [3.20703, 2.68399, -1.01188], [1.13574, 1.99266, -2.03286], [0.81223, 3.06960, -0.79955], [1.08080, -2.46643, -3.91062], [1.25355, -1.05225, -3.63045], [0.65351, -0.45628, -2.43383]]}

---

[6]
{"formula": "C11H18BLaN7O6P2", "method": "ωB97M-V/def2-TZVPD", "relative_energy_ev": 0.1209, "energy_ha": -2003.938357, "total_charge": 1, "e_lumo_ev": -2.783, "largest_force_ev_per_a": 3.75, "homo_lumo_gap_ev": 9.145, "species": ["La", "C", "C", "N", "N", "C", "B", "N", "C", "C", "C", "N", "N", "C", "C", "C", "N", "H", "H", "H", "H", "H", "H", "H", "H", "H", "H", "N", "C", "C", "P", "O", "O", "O", "P", "O", "O", "O", "H", "H", "H", "H", "H", "H", "H", "H"], "positions_angstrom": [[-0.40415, 1.76055, -0.20141], [-1.83488, -2.40778, 0.87790], [-1.75453, -1.00295, 1.65741], [-0.93032, -0.00918, 1.19085], [-0.24173, -1.41415, -0.66415], [-1.22933, -2.20855, -0.40593], [-0.27946, -0.90963, -2.19933], [0.80744, 0.13665, -2.56513], [1.99969, -0.10800, -3.12269], [2.66873, 1.08795, -3.29754], [1.78408, 2.04309, -2.80357], [0.65788, 1.47366, -2.36762], [-1.66734, -0.23608, -2.46174], [-2.53402, -0.53292, -3.44331], [-3.60739, 0.33347, -3.37045], [-3.30303, 1.15366, -2.28557], [-2.13475, 0.81882, -1.73596], [-2.70161, -3.04633, 0.96343], [-2.67348, -0.71895, 2.15283], [-1.84573, -2.55504, -1.23855], [-0.16854, -1.85820, -2.93457], [2.28865, -1.11658, -3.37925], [3.64056, 1.24378, -3.73903], [1.89510, 3.11638, -2.77658], [-2.32806, -1.34198, -4.12901], [-4.47735, 0.36313, -4.00654], [-3.88080, 1.97094, -1.87648], [2.78190, 0.26702, 2.48234], [1.24587, 0.22348, 2.53801], [0.85053, -0.46583, 3.83749], [0.65915, -0.57870, 0.91692], [1.49740, -1.92559, 1.20559], [-1.13821, -2.19018, 2.11053], [1.43370, 0.39107, 0.02280], [0.85187, 2.07604, 2.67234], [-0.72026, 2.18889, 2.99945], [1.71458, 2.55200, 3.77449], [0.95165, 2.73365, 1.29661], [3.17828, -0.63831, 2.72623], [3.10860, 0.98792, 3.13106], [3.06846, 0.50733, 1.53200], [1.18875, -1.50481, 3.83928], [-0.23340, -0.47894, 3.94043], [1.26327, 0.05457, 4.70393], [1.43684, -2.57393, 0.49289], [-0.88460, 2.33852, 3.93958]]}

---

[7]
{"formula": "C4H5NO", "method": "ωB97M-V/def2-TZVPD", "relative_energy_ev": 2.4916, "energy_ha": -285.323022, "total_charge": 0, "smiles": "CC(=O)C=C=N", "e_lumo_ev": 0.100, "largest_force_ev_per_a": 4.24, "homo_lumo_gap_ev": 9.606, "species": ["C", "C", "O", "C", "C", "N", "H", "H", "H", "H", "H"], "positions_angstrom": [[0.79674, 0.73564, -0.58989], [0.66460, 0.62661, 0.92658], [1.08254, 1.54461, 1.67272], [-0.19565, -0.64236, 1.10225], [-0.97994, -1.09471, 0.12118], [-1.58902, -1.00737, -0.92026], [0.75810, -0.25445, -1.03149], [1.59228, 1.41757, -0.83581], [-0.10023, 1.25115, -0.94767], [-0.40012, -0.96849, 2.15317], [-1.62928, -1.60822, -1.65078]]}

---

[8]
{"formula": "CH3N2O2", "method": "ωB97M-V/def2-TZVPD", "relative_energy_ev": 5.2570, "energy_ha": -299.355437, "total_charge": 1, "e_lumo_ev": [-7.139, -6.857], "largest_force_ev_per_a": 3.06, "homo_lumo_gap_ev": [5.534, 6.130], "species": ["C", "N", "N", "O", "O", "H", "H", "H"], "positions_angstrom": [[-0.15890, -0.32046, -0.50890], [-0.93975, -0.99553, -1.22967], [1.04537, 1.09883, 1.84073], [1.79782, 0.92344, 1.02847], [0.40208, 1.40641, 2.70837], [0.40142, 0.49582, -0.94805], [-0.99606, -0.92198, -2.22274], [-1.55199, -1.68654, -0.66822]]}

---

> Number 2 is which compound?

C7H9F3IMnN4S